[1]
Below is a single C23H31N3O6S molecule at a distorted geometry, with properties calculated with the ωB97M-V functional and the def2-TZVPD basis.

Structure (ORCA input):
```
! RIJCOSX wB97M-V def2-TZVPD def2/J DEFGRID3
* xyz 0 1
C 0.796 3.224 -3.099
O -0.149 3.423 -2.066
C -1.035 2.441 -1.795
C -1.147 1.246 -2.505
C -2.105 0.317 -2.138
C -2.930 0.559 -1.057
S -4.140 -0.668 -0.565
O -4.681 -1.286 -1.742
O -5.034 -0.063 0.376
N -3.304 -1.853 0.262
C -2.609 -2.846 -0.523
C -1.098 -2.616 -0.511
C -0.557 -2.762 0.923
C 0.675 -1.887 1.164
O 0.895 -1.326 2.223
N 1.544 -1.822 0.136
C 2.696 -0.937 0.183
C 2.161 0.486 -0.062
O 1.935 0.906 -1.182
N 1.949 1.182 1.065
C 1.347 2.495 1.081
C 0.093 2.520 1.897
C -0.568 1.544 2.581
C -1.701 2.170 3.162
C -1.637 3.475 2.794
O -0.551 3.700 2.029
C 3.742 -1.335 -0.861
C 4.195 -2.777 -0.651
C 4.934 -0.385 -0.780
C -1.646 -2.430 1.955
C -2.586 -1.357 1.422
C -2.833 1.743 -0.347
C -1.900 2.686 -0.722
H 1.427 2.359 -2.883
H 0.305 3.102 -4.069
H 1.402 4.128 -3.114
H -0.498 1.036 -3.339
H -2.233 -0.593 -2.704
H -2.837 -3.840 -0.121
H -3.019 -2.791 -1.532
H -0.904 -1.606 -0.884
H -0.625 -3.334 -1.184
H -0.228 -3.795 1.086
H 1.287 -2.175 -0.771
H 3.119 -1.007 1.191
H 1.998 0.694 1.949
H 2.062 3.223 1.490
H 1.133 2.779 0.046
H -0.286 0.517 2.677
H -2.451 1.704 3.766
H -2.271 4.314 2.999
H 3.282 -1.233 -1.850
H 3.359 -3.469 -0.701
H 4.668 -2.883 0.323
H 4.917 -3.056 -1.415
H 5.681 -0.657 -1.522
H 5.394 -0.434 0.205
H 4.621 0.639 -0.968
H -1.167 -2.072 2.867
H -2.225 -3.321 2.198
H -3.332 -1.078 2.169
H -2.009 -0.456 1.167
H -3.505 1.909 0.479
H -1.815 3.627 -0.204
*
```

Summary:
Orbital gap ... 0.3329 Ha
SMILES ... COc1ccc(S(=O)(=O)N2CCC(C(=O)N[C@H](C(=O)NCc3ccco3)C(C)C)CC2)cc1
Energy above the lowest of the compared OMol25 structures with the same formula, charge and spin ... 19.3 kcal/mol
E ... -51945.278 eV

[2]
Below is a single C23H31N5O2 molecule, with properties calculated with the ωB97M-V functional and the def2-TZVPD basis.

Structure (ORCA input):
```
! RIJCOSX wB97M-V def2-TZVPD def2/J DEFGRID3
* xyz 0 1
C -6.018 -3.196 0.589
O -5.105 -2.130 0.539
C -5.590 -0.843 0.578
C -6.940 -0.544 0.570
C -7.384 0.767 0.666
C -6.464 1.787 0.770
C -5.110 1.503 0.755
C -4.631 0.198 0.648
N -3.277 -0.112 0.707
C -2.318 0.878 1.149
C -1.749 1.715 -0.013
N -1.178 0.891 -1.070
C 0.183 0.447 -0.783
C 0.632 -0.784 -1.573
C 2.100 -1.082 -1.270
C 2.984 0.127 -1.583
N 2.506 1.280 -0.856
C 3.157 1.995 0.089
O 2.616 2.902 0.696
C 4.609 1.629 0.354
C 4.718 0.385 1.255
C 6.020 -0.311 1.009
C 7.089 -0.276 1.904
N 8.237 -0.877 1.648
C 8.341 -1.524 0.497
C 7.285 -1.564 -0.404
N 6.137 -0.961 -0.148
C 1.129 1.604 -1.158
C -2.165 -0.094 -1.476
C -2.684 -0.955 -0.312
H -6.662 -3.223 -0.297
H -6.640 -3.153 1.489
H -5.410 -4.100 0.616
H -7.672 -1.335 0.509
H -8.444 0.974 0.665
H -6.791 2.813 0.854
H -4.415 2.324 0.823
H -2.768 1.522 1.904
H -1.497 0.330 1.627
H -0.991 2.399 0.368
H -2.549 2.305 -0.469
H 0.321 0.230 0.291
H 0.033 -1.656 -1.310
H 0.513 -0.589 -2.641
H 2.437 -1.935 -1.860
H 2.204 -1.342 -0.214
H 4.018 -0.104 -1.335
H 2.923 0.348 -2.657
H 5.071 2.482 0.852
H 5.132 1.460 -0.588
H 4.631 0.676 2.302
H 3.909 -0.309 1.021
H 7.021 0.247 2.848
H 9.286 -2.013 0.301
H 7.351 -2.086 -1.349
H 0.879 2.510 -0.607
H 1.026 1.805 -2.230
H -1.762 -0.721 -2.270
H -3.010 0.467 -1.890
H -3.417 -1.670 -0.676
H -1.857 -1.508 0.147
*
```

Summary:
Orbital gap ... 0.2774 Ha
SMILES ... COc1ccccc1N1CCN([C@H]2CCCN(C(=O)CCc3cnccn3)C2)CC1
Energy above the lowest of the compared OMol25 structures with the same formula, charge and spin ... 72.8 kcal/mol
E ... -35899.372 eV

[3]
Below is a molecular structure, C23H31N9OPS3Ta at a distorted geometry, with properties calculated with the ωB97M-V functional and the def2-TZVPD basis.

Structure (ORCA input):
```
! RIJCOSX wB97M-V def2-TZVPD def2/J DEFGRID3
* xyz 2 1
Ta 0.152 -0.083 -0.162
N -2.518 -3.653 -1.237
C -1.940 -2.578 -0.728
S -0.424 -2.056 -1.487
N -2.477 -1.979 0.294
N -1.824 -0.916 0.766
C -2.315 -0.318 1.795
C -1.631 0.845 2.322
C -2.063 1.503 3.466
C -1.352 2.607 3.912
C -0.239 3.032 3.199
C 0.134 2.327 2.070
N -0.545 1.260 1.642
H -2.117 -4.139 -2.021
H -3.349 -4.026 -0.803
H -3.221 -0.695 2.255
H -2.932 1.138 3.995
H -1.658 3.127 4.810
H 0.335 3.888 3.522
H 1.000 2.610 1.483
S 1.274 -1.176 1.713
C 2.656 -1.914 0.955
C 3.354 -2.872 1.749
N 3.898 -3.626 2.424
C 3.090 -1.564 -0.284
S 2.334 -0.300 -1.209
C 4.246 -2.160 -0.868
N 5.159 -2.640 -1.376
O -0.081 1.540 -1.135
P 0.060 2.779 -2.121
N -0.840 2.483 -3.457
C -1.008 1.088 -3.914
C -2.440 0.705 -3.493
C -3.172 2.055 -3.280
C -2.148 3.112 -3.711
N -0.365 4.063 -1.226
C -1.635 4.144 -0.465
C -1.599 5.546 0.141
C -0.827 6.353 -0.906
C 0.287 5.395 -1.308
N 1.590 2.919 -2.621
C 2.035 2.730 -4.030
C 3.454 3.284 -4.008
C 3.951 2.872 -2.620
C 2.748 3.197 -1.739
H -0.240 0.433 -3.502
H -0.910 1.085 -5.001
H -2.424 0.128 -2.567
H -2.916 0.094 -4.256
H -3.427 2.185 -2.227
H -4.089 2.130 -3.860
H -2.236 4.072 -3.206
H -2.215 3.291 -4.785
H -1.693 3.353 0.285
H -2.498 4.045 -1.126
H -1.056 5.541 1.088
H -2.599 5.934 0.318
H -0.433 7.289 -0.515
H -1.468 6.577 -1.760
H 1.102 5.448 -0.582
H 0.688 5.582 -2.303
H 1.370 3.242 -4.720
H 2.055 1.666 -4.282
H 3.438 4.372 -4.090
H 4.058 2.882 -4.818
H 4.842 3.411 -2.307
H 4.164 1.802 -2.601
H 2.765 4.254 -1.464
H 2.706 2.604 -0.823
*
```

Summary:
Orbital gap ... 0.2415 Ha
Energy above the lowest of the compared OMol25 structures with the same formula, charge and spin ... 6.7 kcal/mol
E ... -83149.374 eV

[4]
Below is a molecular structure, C23H32AsMnN3O5PSSe2 at a distorted geometry, with properties calculated with the ωB97M-V functional and the def2-TZVPD basis.

Structure (ORCA input):
```
! RIJCOSX wB97M-V def2-TZVPD def2/J DEFGRID3
* xyz 2 5
Mn 0.511 -0.114 0.531
Se -1.017 1.655 0.437
P 0.805 2.939 0.346
Se 2.320 1.337 0.018
C 1.033 3.762 1.956
C 2.330 3.968 2.415
C 2.527 4.643 3.606
C 1.438 5.115 4.323
C 0.149 4.910 3.856
C -0.066 4.232 2.668
C 0.834 4.207 -0.956
C -0.269 5.046 -1.086
C -0.226 6.059 -2.027
C 0.899 6.231 -2.821
C 1.991 5.387 -2.683
C 1.966 4.367 -1.749
H 3.172 3.608 1.839
H 3.528 4.810 3.966
H 1.591 5.648 5.248
H -0.691 5.300 4.410
H -1.069 4.085 2.284
H -1.146 4.892 -0.468
H -1.075 6.715 -2.151
H 0.923 7.019 -3.558
H 2.862 5.519 -3.306
H 2.810 3.699 -1.634
C -0.918 -5.585 -5.446
C -1.320 -5.923 -4.028
S -0.308 -4.943 -2.871
O 1.029 -4.775 -3.373
O -0.987 -3.734 -2.468
C -0.160 -5.911 -1.297
C 1.115 -5.463 -0.592
N 1.338 -4.031 -0.660
C 0.645 -3.068 -0.033
N 1.114 -1.853 -0.342
C 2.123 -2.052 -1.243
C 2.271 -3.394 -1.449
N 3.232 -4.028 -2.318
O 3.565 -5.156 -2.047
O 3.657 -3.336 -3.199
C -0.525 -3.315 0.839
H -1.449 -6.228 -6.148
H 0.150 -5.739 -5.583
H -1.146 -4.546 -5.672
H -1.134 -6.969 -3.799
H -2.351 -5.657 -3.818
H -0.091 -6.969 -1.527
H -1.066 -5.700 -0.736
H 1.976 -5.937 -1.076
H 1.098 -5.770 0.459
H 2.681 -1.252 -1.699
H -0.327 -4.136 1.527
H -1.385 -3.584 0.224
H -0.776 -2.407 1.396
C 0.348 1.023 5.015
As 0.236 -0.724 4.170
C 1.678 -1.862 4.797
C -1.469 -1.571 4.580
O 0.389 -0.576 2.508
H 0.310 0.883 6.094
H -0.490 1.651 4.707
H 1.286 1.514 4.751
H 1.643 -1.942 5.883
H 2.636 -1.439 4.493
H 1.574 -2.857 4.361
H -1.600 -1.616 5.660
H -1.475 -2.588 4.181
H -2.297 -1.007 4.147
*
```

Summary:
Orbital gap (spin up / spin down) ... 0.2160 / 0.3099 Ha
Energy above the lowest of the compared OMol25 structures with the same formula, charge and spin ... 16.9 kcal/mol
E ... -282038.841 eV

[5]
Below is a molecular structure, C23H32Br4F5NO7PTe2Ti, with properties calculated with the ωB97M-V functional and the def2-TZVPD basis.

Structure (ORCA input):
```
! RIJCOSX wB97M-V def2-TZVPD def2/J DEFGRID3
* xyz -1 1
Ti -0.168 -0.115 -0.246
Br -3.702 -0.380 -6.126
C -2.451 0.086 -4.790
C -1.331 0.847 -5.102
Br -1.029 1.428 -6.873
C -0.412 1.196 -4.101
Br 1.101 2.266 -4.418
C -0.614 0.756 -2.806
O 0.151 1.035 -1.757
C -1.740 -0.035 -2.491
O -1.813 -0.402 -1.220
C -2.663 -0.348 -3.474
Br -4.190 -1.313 -2.941
F 3.264 0.579 -2.039
Te 3.188 0.944 -0.145
F 2.389 2.529 -0.696
F 1.042 -1.268 -0.919
F 4.942 1.566 -0.465
F 3.477 1.955 1.489
O 0.887 0.746 1.142
N -1.437 1.813 0.335
H -1.208 2.213 1.237
H -2.438 1.688 0.245
H -1.107 2.443 -0.388
C 4.467 2.723 7.174
C 3.802 2.044 6.008
C 4.520 1.244 5.138
C 3.917 0.581 4.069
C 4.816 -0.197 3.143
C 2.538 0.716 3.887
Te 1.470 -0.551 2.564
C 1.797 1.552 4.739
C 0.322 1.788 4.534
C 2.439 2.202 5.782
H 5.553 2.655 7.103
H 4.163 2.261 8.116
H 4.194 3.778 7.224
H 5.590 1.134 5.280
H 5.656 -0.621 3.693
H 5.216 0.479 2.382
H 4.298 -1.003 2.631
H 0.091 1.923 3.477
H 0.003 2.680 5.074
H -0.267 0.939 4.890
H 1.862 2.851 6.434
C -1.770 -4.135 -1.945
C -1.753 -4.266 -0.431
C -0.318 -4.381 0.072
C -2.585 -5.448 0.044
O -2.433 -3.071 0.055
P -2.022 -2.266 1.354
O -1.955 -3.075 2.584
O -0.716 -1.496 1.011
O -3.157 -1.146 1.350
C -3.957 -0.766 2.495
C -4.849 -1.929 2.912
C -3.049 -0.314 3.632
C -4.798 0.396 1.982
H -1.281 -4.997 -2.401
H -1.237 -3.231 -2.245
H -2.794 -4.070 -2.313
H 0.102 -5.315 -0.308
H -0.284 -4.405 1.162
H 0.294 -3.555 -0.287
H -2.172 -6.383 -0.342
H -3.613 -5.346 -0.307
H -2.587 -5.483 1.134
H -4.239 -2.781 3.207
H -5.493 -2.220 2.080
H -5.478 -1.628 3.752
H -2.492 -1.157 4.038
H -3.645 0.143 4.426
H -2.336 0.427 3.263
H -5.192 0.155 0.995
H -4.199 1.306 1.909
H -5.631 0.591 2.659
*
```

Summary:
Orbital gap ... 0.2741 Ha
Energy above the lowest of the compared OMol25 structures with the same formula, charge and spin ... 14.5 kcal/mol
E ... -380954.757 eV

[6]
Below is 3 unconnected molecules or ions with the total composition C23H32BrFNO6S at a distorted geometry, with properties calculated with the ωB97M-V functional and the def2-TZVPD basis.

Structure (ORCA input):
```
! RIJCOSX wB97M-V def2-TZVPD def2/J DEFGRID3
* xyz 1 1
C 0.110 1.090 -5.820
C -0.269 0.938 -4.198
C -0.673 -0.586 -3.756
N -0.064 -1.088 -2.454
C 1.429 -1.137 -2.662
C 2.074 -2.123 -3.754
C 2.386 -1.491 -5.254
C 3.425 -0.231 -5.270
C 3.208 -2.729 -6.033
C -0.511 -0.365 -1.210
Br 0.848 0.968 -0.452
C -1.843 0.540 -1.243
C -3.296 -0.157 -1.385
S -0.606 -2.770 -2.200
O 0.481 -3.630 -1.443
O -0.945 -3.498 -3.560
F -2.020 -2.962 -1.272
H -0.137 0.093 -6.423
H 1.214 1.461 -5.994
H -0.586 1.923 -6.310
H -1.258 1.599 -4.087
H 0.533 1.462 -3.525
H -0.377 -1.253 -4.702
H -1.867 -0.628 -3.763
H 1.905 -1.464 -1.614
H 1.932 -0.076 -2.883
H 3.168 -2.390 -3.343
H 1.585 -3.160 -3.950
H 1.419 -1.351 -5.917
H 3.545 0.354 -4.268
H 3.140 0.462 -6.199
H 4.514 -0.642 -5.538
H 3.800 -2.298 -6.954
H 4.003 -3.097 -5.237
H 2.491 -3.618 -6.296
H -0.614 -1.116 -0.286
H -1.832 1.468 -1.995
H -1.870 1.086 -0.175
H -3.474 -0.934 -0.497
H -4.117 0.694 -1.220
H -3.556 -0.661 -2.403
C -2.360 0.657 3.768
C -1.934 0.213 4.955
C -1.173 -1.047 5.072
O -0.784 -1.456 6.158
C -0.899 -1.794 3.828
C -1.325 -1.349 2.642
C -2.086 -0.090 2.525
O -2.475 0.319 1.439
H -2.921 1.579 3.665
H -2.126 0.750 5.876
H -0.339 -2.715 3.932
H -1.133 -1.886 1.721
C -0.542 4.404 8.300
C -0.116 3.959 9.486
C 0.645 2.700 9.604
O 1.034 2.291 10.689
C 0.919 1.952 8.360
C 0.493 2.397 7.174
C -0.268 3.656 7.057
O -0.657 4.065 5.971
H -1.103 5.325 8.197
H -0.308 4.496 10.407
H 1.479 1.031 8.464
H 0.685 1.860 6.253
*
```

Summary:
Orbital gap ... 0.2230 Ha
E ... -121722.002 eV

[7]
Below is a molecular structure, C23H32CdCl2N3O7PS2, with properties calculated with the ωB97M-V functional and the def2-TZVPD basis.

Structure (ORCA input):
```
! RIJCOSX wB97M-V def2-TZVPD def2/J DEFGRID3
* xyz -1 2
Cd 0.837 -0.370 0.339
Cl 1.904 -2.423 -2.078
C 2.319 -1.495 -3.523
Cl 1.064 -0.343 -3.975
H 2.463 -2.194 -4.341
H 3.223 -0.938 -3.292
O 4.672 1.106 -1.763
C 4.142 2.210 -2.335
C 5.006 3.062 -3.018
C 4.527 4.205 -3.634
C 3.171 4.506 -3.572
C 2.313 3.658 -2.893
C 2.767 2.504 -2.258
C 1.828 1.603 -1.553
O 2.343 0.493 -1.035
N 0.585 1.942 -1.517
N -0.273 1.043 -0.950
C -1.555 1.467 -1.054
S -2.842 0.909 -0.001
C -4.070 1.525 -1.172
C -3.679 2.971 -1.453
S -1.890 3.062 -1.773
H 3.894 0.653 -1.318
H 6.056 2.804 -3.048
H 5.210 4.859 -4.161
H 2.785 5.397 -4.051
H 1.254 3.872 -2.833
H -5.058 1.454 -0.714
H -4.046 0.935 -2.092
H -3.910 3.578 -0.578
H -4.210 3.376 -2.317
C 0.183 3.020 4.214
C -0.326 1.853 3.366
C -1.658 1.335 3.899
O -0.578 2.284 2.042
C 0.724 0.732 3.425
O 0.914 0.174 4.509
O 1.370 0.471 2.359
H -0.578 3.801 4.246
H 1.086 3.439 3.767
H 0.416 2.688 5.225
H -2.388 2.146 3.903
H -1.533 0.945 4.907
H -2.040 0.548 3.247
H 0.238 2.228 1.522
O 1.733 -2.344 1.045
N 1.084 -2.909 2.031
C 1.006 -2.267 3.216
C 0.290 -2.830 4.255
C -0.316 -4.065 4.088
C -0.193 -4.716 2.866
C 0.503 -4.112 1.842
H 1.480 -1.293 3.260
H 0.218 -2.264 5.171
H -0.878 -4.515 4.893
H -0.644 -5.683 2.689
H 0.641 -4.517 0.853
C -1.375 -4.212 -1.526
P -1.896 -2.573 -0.976
C -3.536 -2.817 -0.288
C -2.092 -1.614 -2.472
O -0.962 -1.952 0.001
H -2.028 -4.569 -2.322
H -1.415 -4.918 -0.696
H -0.352 -4.147 -1.899
H -4.207 -3.296 -1.000
H -3.923 -1.838 -0.007
H -3.451 -3.432 0.608
H -2.636 -2.175 -3.231
H -1.099 -1.350 -2.838
H -2.608 -0.686 -2.228
*
```

Summary:
Orbital gap (spin up / spin down) ... 0.1277 / 0.2240 Ha
Energy above the lowest of the compared OMol25 structures with the same formula, charge and spin ... 25.6 kcal/mol
E ... -103743.700 eV